63
Properties=species:S:1:pos:R:3:nbo_charge:R:1 method="wB97M-V/def2-TZVPD" total_charge=0 de_lowest_kj_mol=494.0 lumo_ha=-0.066 energy_ha=-1440.17743 orbital_gap_ev=3.22
C -0.9276 -2.0245 4.0617 -0.26
O -0.3116 -1.3390 2.9034 -0.51
C -0.3282 -0.0251 2.7994 -0.05
C 0.9217 0.7483 2.6991 0.72
O 0.9976 1.8334 2.1319 -0.68
O 1.9412 0.0539 3.2444 -0.52
C 3.2437 0.6524 3.3005 -0.26
C -1.4874 0.7759 3.2354 0.69
O -1.3831 1.8306 3.8569 -0.64
O -2.6446 0.1474 2.9327 -0.54
C -3.8799 0.7919 3.2628 -0.26
H -0.7599 -3.0857 3.8656 0.19
H -0.4258 -1.7011 4.9857 0.18
H -1.9966 -1.7951 4.0713 0.19
H 3.9502 -0.1618 3.1318 0.18
H 3.3507 1.4210 2.5247 0.19
H 3.3995 1.0805 4.2988 0.18
H -4.6446 0.0353 3.0890 0.18
H -3.9097 1.1233 4.3083 0.20
H -4.0467 1.6433 2.5926 0.18
C 1.8720 2.7557 -2.9258 -0.59
C 2.4896 2.2484 -1.6239 -0.13
C 4.0102 2.4121 -1.6663 -0.61
C 1.9581 3.0497 -0.4390 -0.60
C 2.1503 0.7857 -1.4539 0.35
N 3.0986 -0.1705 -1.4479 -0.50
C 2.5393 -1.4384 -1.2974 0.11
C 1.1481 -1.2698 -1.1948 0.00
C 0.3485 -2.3865 -0.9649 -0.19
C 0.9516 -3.6530 -0.9228 -0.22
C 2.3398 -3.8027 -1.0795 -0.20
C 3.1629 -2.6793 -1.2499 -0.23
C 0.8761 0.1665 -1.3196 -0.13
C -0.3657 0.7855 -1.2797 -0.01
C -1.6207 0.1617 -1.5546 -0.17
C -1.7927 -0.8440 -2.5490 -0.15
C -3.0333 -1.4326 -2.7595 -0.23
C -4.1393 -1.0860 -1.9759 0.03
C -5.4354 -1.8192 -2.1213 -0.64
C -4.0068 -0.0241 -1.0701 -0.25
C -2.7874 0.6016 -0.8778 -0.07
H 0.7837 2.6316 -2.9337 0.22
H 2.1054 3.8207 -3.0577 0.22
H 2.2807 2.2048 -3.7817 0.21
H 4.4673 2.0432 -0.7384 0.22
H 4.4439 1.9040 -2.5365 0.20
H 4.2491 3.4800 -1.7474 0.23
H 2.1828 2.5498 0.5082 0.27
H 2.4254 4.0452 -0.4141 0.21
H 0.8749 3.1911 -0.4748 0.21
H 4.0979 -0.0206 -1.5358 0.43
H -0.7231 -2.2537 -0.8283 0.23
H 0.3233 -4.5301 -0.7644 0.22
H 2.7711 -4.8021 -1.0498 0.22
H 4.2457 -2.7712 -1.3391 0.22
H -0.3851 1.8364 -1.0158 0.22
H -0.9339 -1.1585 -3.1436 0.22
H -3.1499 -2.2100 -3.5176 0.22
H -6.2063 -1.3984 -1.4706 0.22
H -5.8038 -1.7918 -3.1533 0.22
H -5.3107 -2.8749 -1.8541 0.23
H -4.8744 0.3084 -0.5015 0.22
H -2.6866 1.4302 -0.1723 0.22



113
Properties=species:S:1:pos:R:3:mulliken_charge:R:1 method="wB97M-V/def2-TZVPD" total_charge=-1 lumo_ha=0.032 energy_ha=-25360.67922 orbital_gap_ev=5.42
C 6.2062 2.5290 1.3377 -1.18
C 6.3299 2.1323 -0.1277 -0.60
C 6.2267 0.6274 -0.3962 -0.31
C 7.1038 -0.2377 0.4933 -0.67
C 7.0537 -1.7403 0.1587 -0.11
C 5.6768 -2.2658 -0.2081 -0.65
C 4.7025 -2.1454 0.9609 -0.51
C 3.4865 -3.0538 0.8278 -0.99
C 2.3207 -2.4359 0.0490 -0.58
C 0.9899 -3.0155 0.5103 0.03
C -0.2148 -2.4515 -0.2127 -0.26
C -0.5717 -1.0411 0.2316 -0.44
C -1.5114 -0.3261 -0.7399 -1.14
B -3.1155 -0.5501 -0.4257 0.34
P -3.9913 0.9438 0.4406 0.35
N -5.4279 0.6162 1.1139 -0.67
H 6.7930 1.9080 1.9958 0.32
H 5.1689 2.5293 1.6469 0.28
H 6.5529 3.5503 1.4571 0.38
H 7.2673 2.4853 -0.5412 0.35
H 5.5033 2.5925 -0.6556 0.35
H 6.5474 0.4572 -1.4230 0.27
H 5.1888 0.3223 -0.3584 0.17
H 6.8276 -0.1186 1.5327 0.30
H 8.1252 0.0970 0.3397 0.38
H 7.3719 -2.2735 1.0510 0.33
H 7.7791 -1.9495 -0.6200 -0.32
H 5.7643 -3.3085 -0.4822 0.61
H 5.2831 -1.7377 -1.0717 0.21
H 4.4237 -1.1107 1.1239 0.24
H 5.2580 -2.4657 1.8420 0.40
H 3.7890 -3.9710 0.3284 0.33
H 3.1322 -3.3162 1.8202 0.46
H 2.4441 -2.7132 -0.9953 0.16
H 2.3412 -1.3529 0.0999 0.29
H 1.0434 -4.0860 0.3279 -0.12
H 0.9111 -2.8773 1.5863 0.38
H -1.0690 -3.0623 0.0626 0.01
H -0.1392 -2.5262 -1.2926 0.37
H -0.9627 -1.0691 1.2442 0.27
H 0.3648 -0.4800 0.2850 0.22
H -1.2629 0.7356 -0.7159 0.31
H -1.2992 -0.6653 -1.7498 0.21
H -3.7216 -0.6792 -1.4826 -0.21
H -3.3591 -1.5366 0.2511 -0.21
H -4.1840 2.0157 -0.4686 -0.08
H -3.1719 1.5155 1.4511 -0.08
H -5.6158 -0.3666 0.9539 0.10
C -5.0081 3.4444 4.4815 0.30
Cl -3.5697 3.3072 5.5115 -0.13
Cl -4.5344 4.0500 2.8973 -0.05
Cl -5.7616 1.8778 4.2988 -0.05
Cl -6.1450 4.5829 5.2362 -0.12
C 9.9270 -5.5913 1.6441 0.13
Cl 10.4137 -4.4356 2.8883 -0.06
Cl 10.8871 -7.0602 1.8333 0.00
Cl 8.2212 -5.9786 1.8333 -0.08
Cl 10.2355 -4.8844 0.0508 0.01
C -8.0284 4.2534 0.5789 0.19
Cl -6.9541 2.8635 0.5997 -0.04
Cl -7.6843 5.3116 1.9612 -0.11
Cl -7.8319 5.1839 -0.9249 -0.09
Cl -9.7164 3.7185 0.6834 -0.08
C 12.1193 -10.7340 2.8226 0.34
Cl 13.7382 -10.1684 3.2452 -0.09
Cl 11.7606 -10.2765 1.1531 -0.10
Cl 12.0496 -12.4914 2.9765 -0.11
Cl 10.9415 -10.0008 3.9104 -0.08
C 10.5839 -2.2223 -3.4918 0.33
Cl 10.6408 -3.0565 -5.0460 -0.11
Cl 11.5889 -3.1044 -2.3281 -0.07
Cl 11.2449 -0.5972 -3.6843 -0.11
Cl 8.9088 -2.0900 -2.9591 -0.05
C -13.5394 5.5162 0.7353 0.33
Cl -13.6516 4.0131 1.6572 -0.10
Cl -13.9124 5.1679 -0.9648 -0.11
Cl -14.6886 6.6826 1.3965 -0.09
Cl -11.9059 6.1516 0.8448 -0.03
C -8.3172 6.1171 -5.2813 0.32
Cl -6.6544 6.4062 -4.7657 -0.10
Cl -8.9915 7.6068 -5.9587 -0.12
Cl -8.3456 4.8504 -6.5127 -0.03
Cl -9.2785 5.6100 -3.8960 -0.07
C -16.3622 9.3397 -1.8842 0.27
Cl -15.7631 10.5381 -0.7317 -0.11
Cl -17.9851 8.8344 -1.4039 -0.08
Cl -16.4227 10.0587 -3.4985 -0.10
Cl -15.2883 7.9451 -1.8930 0.02
C -10.4126 2.0108 -8.7742 0.37
Cl -10.4417 0.5218 -7.8320 -0.09
Cl -10.8511 1.6603 -10.4497 -0.11
Cl -11.5609 3.1648 -8.0934 -0.09
Cl -8.7901 2.7050 -8.7269 -0.10
C -21.2761 11.1752 -3.0296 0.35
Cl -19.6674 11.5249 -2.4056 -0.04
Cl -21.8758 12.5588 -3.9504 -0.10
Cl -21.1976 9.7587 -4.0811 -0.10
Cl -22.3722 10.8465 -1.6838 -0.10
C 14.0657 -2.3699 2.9477 0.27
Cl 14.9048 -3.6954 3.7569 -0.06
Cl 13.2059 -2.9875 1.5385 0.00
Cl 12.9065 -1.6398 4.0624 -0.10
Cl 15.2435 -1.1548 2.4396 -0.11
C -0.5338 -7.3591 0.5423 0.34
Cl 1.0923 -7.1290 1.1983 -0.11
Cl -1.1620 -5.8205 -0.0272 -0.05
Cl -0.4622 -8.5106 -0.7994 -0.11
Cl -1.5867 -8.0034 1.8071 -0.11
C 13.0950 -6.4240 6.3979 0.20
Cl 13.7423 -5.0942 7.3645 -0.10
Cl 12.1325 -7.4876 7.4269 -0.11
Cl 12.0876 -5.7778 5.1051 0.09
Cl 14.4339 -7.3404 5.6942 -0.09



84
Properties=species:S:1:pos:R:3:mulliken_charge:R:1 method="wB97M-V/def2-TZVPD" total_charge=+2 lumo_ha=-0.351 energy_ha=-7768.06077 orbital_gap_ev=0.84
O 6.4114 0.0496 -2.4670 -0.49
C 5.1541 -0.3698 -2.2891 0.27
Br 4.4523 -1.7353 -3.6033 -0.11
C 4.2540 0.2163 -1.0166 0.17
C 2.7432 0.4777 -1.6209 0.38
C 2.4423 1.4301 -2.9623 -0.66
C 0.9121 1.6419 -3.5798 -0.50
C -0.3115 0.8535 -2.8053 -0.25
C -0.0369 -0.0859 -1.4497 0.39
C 1.4784 -0.2876 -0.8388 -0.42
C -1.3957 -0.8200 -0.8077 0.21
O -1.6150 -0.8751 0.5112 -0.48
C -2.4523 -1.4182 -1.9580 0.39
C -3.1879 -2.9053 -1.7939 -0.42
C -4.1829 -3.3849 -3.0417 -0.30
C -4.4867 -2.4266 -4.3770 -0.25
C -3.7461 -0.9432 -4.5277 -0.40
I -4.1185 0.3739 -6.2907 0.06
C -2.7228 -0.4840 -3.3185 0.16
C -1.8813 0.9578 -3.3731 0.69
O -2.3955 2.1167 -3.7921 -0.82
H 4.1526 -0.6942 -0.2567 0.09
H 4.7441 1.1489 -0.5070 0.32
H 3.3840 1.9373 -3.4471 0.38
H 0.6633 2.2761 -4.5332 0.52
H 1.6492 -0.9604 0.1215 0.30
H -2.9987 -3.6180 -0.8611 0.25
H -4.7329 -4.4329 -3.0522 0.31
H -5.2131 -2.7796 -5.2499 0.30
C -0.3360 6.3712 -2.2872 -0.28
C 0.8052 6.0928 -3.2524 -0.28
C 0.2861 5.7253 -4.6333 -0.22
O 1.6009 5.0237 -2.7470 -0.33
H -0.9698 5.4858 -2.1638 0.28
H 0.0522 6.6224 -1.2943 0.35
H -0.9581 7.1997 -2.6400 -0.26
H 1.4500 6.9755 -3.3244 0.37
H -0.3256 4.8170 -4.5930 -0.01
H 1.1182 5.5156 -5.3140 0.21
H -0.3173 6.5344 -5.0564 0.11
H 1.0365 4.2357 -2.6796 0.36
C -2.1663 -2.5326 3.0683 -0.91
C -3.6702 -2.8343 2.9577 1.11
C -4.2208 -3.1859 4.3498 -1.11
O -3.8153 -3.8959 2.1839 -0.57
H -1.5945 -3.3843 3.4599 0.26
H -1.7388 -2.2603 2.0948 0.00
H -1.9968 -1.6879 3.7464 0.31
H -4.1471 -1.8845 2.6774 0.24
H -3.7250 -4.0617 4.7890 0.29
H -5.2981 -3.3921 4.3154 0.30
H -4.0715 -2.3476 5.0407 0.14
C 4.6076 -1.5637 4.3545 -0.46
C 5.5044 -0.7708 3.4074 -0.29
O 4.8260 -0.7831 2.1534 -0.31
S 3.2173 -0.8059 2.4214 1.22
O 2.7236 0.5495 2.3197 -0.58
O 2.6467 -1.9089 1.6836 -0.64
O 3.2718 -1.2102 3.9999 -0.32
H 4.7270 -2.6410 4.2008 0.32
H 4.8001 -1.3230 5.4034 0.34
H 6.5002 -1.2100 3.3114 0.39
H 5.5961 0.2712 3.7315 0.29
Mg -0.9981 8.6116 -3.8899 0.04
O 9.1333 -0.8778 0.4507 -0.33
S 9.2019 -0.2384 1.7773 1.32
O 10.5950 -0.2545 2.2592 -0.35
O 8.3460 -0.9768 2.7236 -0.42
O 8.7332 1.1557 1.6755 -0.37
Ca -1.5981 4.1660 -3.8010 1.55
C -8.5412 -3.6669 2.8403 0.71
O -8.8793 -4.6724 2.1703 -0.60
O -7.2326 -3.6608 3.0514 -0.34
O -9.2116 -2.7223 3.3134 -0.54
H -7.1258 -4.4977 2.5553 0.25
O 0.7206 3.3359 -6.5163 -0.57
H 0.2848 2.8491 -7.2318 0.28
H 1.3598 3.9024 -6.9740 0.30
C -2.7688 -1.9326 8.2579 -0.31
Cl -1.6786 -1.7153 6.8834 -0.12
Cl -4.4358 -2.1641 7.7172 -0.12
H -2.4540 -2.8111 8.8264 0.28
H -2.7209 -1.0452 8.8937 0.29
Be -3.1116 -5.7795 2.5205 0.60



70
Properties=species:S:1:pos:R:3:lowdin_spin:R:1 method="wB97M-V/def2-TZVPD" total_charge=-1 de_lowest_kj_mol=0.0 lumo_ha="0.082 / 0.065" multiplicity=3 energy_ha=-6740.88697 orbital_gap_ev="5.25 / 6.93"
Pt 0.6178 -0.4077 0.1507 0.62
O 3.6933 4.8822 3.3285 0.00
C 3.2303 4.9889 1.9829 0.01
C 2.6565 3.6765 1.5403 0.06
C 2.7633 3.2871 0.1782 0.11
C 2.1961 2.1051 -0.2154 0.01
N 1.5598 1.2959 0.6407 0.15
C 1.4104 1.6570 1.9692 0.14
C 1.9871 2.8718 2.4120 0.04
C 0.6394 0.7747 2.7529 0.11
C 0.4617 0.8624 4.1523 0.05
C -0.2903 -0.0689 4.8101 0.04
C -0.4243 -0.0393 6.3043 0.00
O -0.4404 1.3136 6.7605 0.00
C -0.8895 -1.1160 4.0797 0.11
C -0.6848 -1.1854 2.7262 0.01
N 0.0391 -0.2665 2.0690 0.14
H 4.1184 5.7107 3.5665 0.00
H 4.0394 5.2722 1.3046 0.00
H 2.4565 5.7608 1.9153 0.00
H 3.2879 3.8974 -0.5461 0.01
H 2.2643 1.7542 -1.2364 0.00
H 1.8881 3.1612 3.4501 0.00
H 0.9383 1.6617 4.7037 0.00
H 0.4235 -0.5754 6.7421 0.00
H -1.3361 -0.5667 6.5950 0.00
H -0.4217 1.3046 7.7215 0.00
H -1.4814 -1.8812 4.5647 0.01
H -1.0943 -1.9928 2.1345 0.00
C -0.1716 0.2127 -7.7760 0.00
C -0.0494 1.4038 -6.8152 0.00
C -1.3747 2.1667 -6.8303 0.00
C 1.0513 2.3472 -7.3209 0.00
C 0.3041 0.9022 -5.4143 0.00
C -0.4978 1.1135 -4.3120 0.00
C -0.1024 0.6262 -3.0750 0.00
Br -1.2543 0.9805 -1.6038 0.09
C 1.0704 -0.0926 -2.8385 0.00
O 1.4764 -0.5321 -1.6703 0.00
C 1.8987 -0.3141 -3.9779 0.00
C 1.4923 0.1883 -5.2024 0.00
C 3.2085 -1.0957 -3.8114 0.00
C 4.0018 -1.1820 -5.1201 0.00
C 2.9085 -2.5307 -3.3521 0.00
C 4.1052 -0.3969 -2.7774 0.00
H -0.4428 0.5560 -8.7802 0.00
H -0.9397 -0.4825 -7.4273 0.00
H 0.7691 -0.3382 -7.8488 0.00
H -1.5861 2.5128 -7.8456 0.00
H -1.3397 3.0424 -6.1759 0.00
H -2.2063 1.5320 -6.5114 0.00
H 0.8014 2.7270 -8.3175 0.00
H 2.0160 1.8381 -7.3851 0.00
H 1.1656 3.1985 -6.6443 0.00
H -1.4314 1.6547 -4.3799 0.00
H 2.1290 0.0129 -6.0590 0.00
H 3.4451 -1.7099 -5.9001 0.00
H 4.9208 -1.7432 -4.9329 0.00
H 4.2845 -0.1946 -5.4982 0.00
H 2.2868 -3.0455 -4.0902 0.00
H 2.3886 -2.5656 -2.3974 0.00
H 3.8471 -3.0861 -3.2509 0.00
H 4.3203 0.6312 -3.0883 0.00
H 5.0551 -0.9344 -2.6953 0.00
H 3.6355 -0.3795 -1.7944 0.00
O 1.8552 -2.2553 0.7509 0.23
Se 0.6454 -3.3159 0.2436 0.00
O -0.0270 -4.0892 1.4982 0.01
O -0.4363 -2.0980 -0.2858 0.03
O 1.1063 -4.2630 -0.9760 0.01